[1]
DFT (ωB97M-V/def2-TZVPD) results for the molecule C6H10O.

The geometry in XYZ format:
```
17
Properties=species:S:1:pos:R:3:forces:R:3:nbo_charge:R:1
C 0.148 -1.933 0.158 -0.042 -0.004 0.017 -0.614
C -0.181 -0.785 -0.794 0.098 -0.090 -0.078 -0.395
C -0.406 0.604 -0.154 0.216 -0.107 -0.090 0.165
C -0.031 1.692 -1.166 0.014 0.063 -0.043 -0.603
O -1.800 0.688 0.150 -0.187 0.068 0.295 -0.713
C 0.381 0.771 1.085 0.238 0.037 0.433 -0.051
C 0.987 0.878 2.121 -0.215 -0.034 -0.435 -0.221
H -0.723 -2.254 0.733 0.025 0.075 -0.020 0.211
H 0.925 -1.639 0.866 -0.033 -0.076 -0.083 0.215
H 0.519 -2.794 -0.403 -0.111 0.057 0.031 0.211
H -1.106 -0.998 -1.342 0.184 0.055 0.018 0.225
H 0.619 -0.694 -1.534 -0.010 0.008 0.077 0.201
H -0.245 2.690 -0.777 -0.018 -0.134 0.013 0.217
H 1.035 1.629 -1.401 -0.115 0.035 0.022 0.213
H -0.603 1.540 -2.086 0.042 0.002 0.144 0.218
H -1.908 1.096 1.018 0.012 -0.001 -0.156 0.481
H 1.536 0.944 3.034 -0.097 0.046 -0.144 0.240
```
Forces are in eV/Å.

Results
E_tot   -8429.698 eV
Relative energy (zero: lowest compared OMol25 entry of this formula, charge and spin)   148.8 kJ/mol
HOMO   -0.3714 Eh
SMILES   C#C[C@](C)(O)CC
Orbital gap   11.09 eV

[2]
DFT (ωB97M-V/def2-TZVPD) results for a cluster of 3 separate species, C34H62ClN5O4S in total.

The geometry in XYZ format:
```
107
Properties=species:S:1:pos:R:3:forces:R:3:lowdin_charge:R:1
C 0.710 -2.365 -0.842 0.445 0.190 0.186 -0.065
C 1.370 -1.161 -1.542 -0.146 -0.338 0.180 -0.189
C 0.363 -0.039 -1.635 0.014 0.209 0.041 -0.098
C 0.261 0.896 -0.577 -0.130 -0.231 -0.064 -0.148
C 1.279 0.835 0.535 0.028 0.244 -0.115 -0.155
C 2.570 1.585 0.164 -0.136 -0.252 0.031 -0.181
C 3.511 1.724 1.358 0.138 0.413 -0.214 -0.178
C 2.978 2.633 2.481 0.071 -0.690 -0.454 -0.186
N 2.287 3.799 1.949 0.419 0.479 0.460 0.044
C 1.409 4.490 2.754 -0.163 -0.197 -0.192 -0.568
C 1.171 5.931 2.370 -0.223 0.028 0.159 -0.002
O 0.813 3.951 3.666 0.025 -0.033 0.053 0.047
C -0.764 1.864 -0.574 -0.046 0.039 0.013 -0.448
S -1.059 3.095 0.659 -0.165 0.074 0.061 0.920
C -1.621 1.894 -1.671 0.247 -0.289 -0.172 -0.123
C -1.484 0.989 -2.714 -0.006 0.173 0.163 -0.036
C -0.515 -0.001 -2.727 -0.195 -0.087 0.018 -0.096
C -0.451 -0.946 -3.901 0.402 0.160 -0.144 -0.155
C 0.225 -0.307 -5.127 -0.332 0.044 -0.173 -0.704
C -0.313 -0.838 -6.449 0.177 0.165 -0.116 -0.129
Cl 2.012 -0.545 -5.091 0.096 0.069 0.084 0.621
C -2.519 1.316 -3.734 -0.077 0.101 0.272 -0.328
O -2.843 0.665 -4.693 0.186 0.039 -0.381 0.124
N -3.126 2.549 -3.370 0.627 -0.432 0.299 0.057
C -2.850 3.670 -4.293 -0.544 0.171 0.143 -0.078
C -3.810 3.733 -5.480 0.176 -0.158 -0.155 -0.343
O -3.974 5.102 -5.853 0.030 -0.024 0.054 -0.033
C -3.429 2.871 -6.700 0.085 -0.095 -0.083 -0.222
N -2.013 2.678 -7.001 -0.156 -0.049 -0.129 0.017
C -2.750 2.800 -2.001 -0.236 -0.057 -0.158 -0.364
O -3.327 3.574 -1.294 0.249 0.376 -0.041 0.122
H 1.466 -3.087 -0.526 -0.066 -0.078 -0.179 0.081
H -0.013 -2.856 -1.493 -0.084 -0.009 0.091 0.073
H 0.209 -2.026 0.066 -0.125 -0.077 -0.078 0.061
H 1.721 -1.461 -2.527 0.036 0.128 0.017 0.068
H 2.252 -0.871 -0.976 -0.035 0.089 -0.113 0.095
H 1.496 -0.205 0.780 0.042 0.058 0.120 0.111
H 0.883 1.299 1.436 -0.042 -0.176 0.039 0.078
H 3.096 1.069 -0.644 -0.089 -0.023 0.023 0.112
H 2.283 2.561 -0.235 0.092 0.042 0.085 0.112
H 3.725 0.736 1.775 0.024 0.019 0.043 0.101
H 4.468 2.120 1.001 -0.034 -0.026 -0.005 0.111
H 3.826 2.941 3.099 -0.124 -0.062 0.208 0.123
H 2.287 2.051 3.088 -0.093 0.318 0.153 0.106
H 2.883 4.407 1.405 -0.076 -0.064 -0.148 0.140
H 2.092 6.513 2.397 0.028 -0.040 -0.088 0.082
H 0.467 6.351 3.085 0.040 0.007 -0.051 0.086
H 0.729 5.989 1.373 0.108 -0.017 -0.021 0.080
H -0.336 2.597 1.665 0.096 -0.048 -0.065 -0.133
H 0.088 -1.854 -3.639 -0.188 -0.117 -0.076 0.102
H -1.461 -1.190 -4.221 -0.026 -0.136 0.172 0.114
H 0.103 0.777 -5.086 -0.048 -0.057 0.019 0.088
H -1.404 -0.855 -6.425 0.036 -0.046 0.037 0.075
H 0.080 -1.832 -6.658 -0.153 -0.065 0.096 0.076
H -0.007 -0.190 -7.273 0.046 -0.045 0.055 0.078
H -2.999 4.590 -3.729 -0.074 -0.087 0.054 0.134
H -1.797 3.639 -4.598 -0.041 -0.004 -0.093 0.128
H -4.777 3.378 -5.118 -0.067 0.236 -0.026 0.149
H -3.313 5.329 -6.514 -0.012 0.001 -0.037 0.087
H -3.872 1.884 -6.584 0.048 0.030 -0.002 0.105
H -3.905 3.329 -7.573 -0.093 0.029 0.091 0.113
H -1.640 1.860 -6.542 0.026 0.110 0.135 0.033
H -1.432 3.480 -6.803 0.048 0.000 -0.014 0.064
C -4.434 -4.479 2.895 0.015 0.000 0.032 -0.092
C -3.808 -3.261 2.233 -0.063 -0.013 0.050 -0.275
N -3.703 -3.390 0.791 0.025 0.002 -0.036 -0.198
C -2.848 -2.388 0.183 0.105 0.139 -0.049 -0.249
C -3.274 -0.916 0.262 0.034 0.006 -0.081 -0.056
C -4.945 -3.677 0.093 -0.135 -0.086 -0.034 -0.247
C -6.112 -2.698 0.271 -0.009 -0.010 -0.072 -0.080
H -3.910 -5.390 2.603 -0.009 0.001 -0.028 0.079
H -4.373 -4.382 3.980 -0.001 0.003 0.000 0.072
H -5.488 -4.591 2.639 -0.002 0.002 -0.010 0.064
H -2.793 -3.138 2.621 0.014 0.039 -0.034 0.117
H -4.367 -2.364 2.543 0.013 0.000 0.008 0.103
H -2.701 -2.655 -0.868 -0.043 -0.052 0.002 0.110
H -1.864 -2.477 0.651 -0.034 -0.057 0.071 0.091
H -4.105 -0.692 -0.407 -0.035 -0.005 0.036 0.062
H -2.437 -0.279 -0.038 -0.005 -0.031 0.014 0.053
H -3.559 -0.625 1.274 -0.004 -0.001 0.007 0.074
H -5.282 -4.669 0.402 0.024 0.010 0.048 0.100
H -4.711 -3.774 -0.970 0.043 0.050 0.001 0.113
H -6.262 -2.430 1.318 0.004 -0.014 0.010 0.066
H -7.035 -3.161 -0.083 0.003 -0.003 -0.003 0.071
H -5.973 -1.779 -0.297 0.025 0.027 0.054 0.055
C 2.446 -0.885 4.744 -0.049 0.037 -0.016 -0.087
C 3.308 -2.127 4.898 -0.018 0.058 0.026 -0.272
N 4.467 -2.115 4.023 0.000 -0.018 -0.023 -0.201
C 5.135 -3.401 3.927 0.010 -0.125 -0.066 -0.252
C 5.790 -3.974 5.189 0.046 -0.017 -0.036 -0.085
C 5.332 -0.954 4.146 0.039 0.145 -0.010 -0.250
C 5.931 -0.642 5.523 0.057 0.018 -0.036 -0.077
H 2.179 -0.735 3.695 0.015 0.014 -0.009 0.067
H 1.525 -0.989 5.318 0.005 -0.013 0.007 0.076
H 2.951 0.013 5.102 -0.009 0.011 -0.001 0.066
H 2.710 -3.003 4.633 0.044 -0.035 -0.005 0.118
H 3.573 -2.245 5.961 -0.004 -0.005 -0.004 0.103
H 5.887 -3.332 3.135 0.010 0.048 0.011 0.111
H 4.394 -4.122 3.568 -0.039 0.027 0.031 0.109
H 6.707 -3.448 5.451 -0.025 0.028 0.027 0.055
H 6.054 -5.020 5.021 -0.004 0.000 -0.004 0.070
H 5.118 -3.940 6.047 -0.011 0.007 -0.001 0.066
H 4.767 -0.077 3.817 -0.039 -0.026 0.024 0.082
H 6.138 -1.064 3.416 0.006 -0.062 0.011 0.115
H 5.182 -0.702 6.314 -0.016 0.006 -0.007 0.067
H 6.328 0.375 5.528 0.000 -0.001 -0.005 0.072
H 6.750 -1.311 5.780 -0.042 -0.036 0.032 0.055
```
Forces are in eV/Å.

Results
E_tot   -75263.227 eV
HOMO   -0.2973 Eh
SMILES   CCc1c(CCCCNC(C)=O)c(S)c2c(c1C[C@H](C)Cl)C(=O)N(C[C@@H](O)CN)C2=O.CCN(CC)CC.CCN(CC)CC
Orbital gap   7.71 eV

[3]
DFT (ωB97M-V/def2-TZVPD) results for a cluster of 11 separate species, H24NO10 in total in a non-equilibrium geometry.

The geometry in XYZ format:
```
35
Properties=species:S:1:pos:R:3:forces:R:3:nbo_charge:R:1
N -0.205 -0.385 -0.083 5.172 4.292 6.499 -0.820
H -0.683 -0.696 -0.770 -4.200 -2.446 -6.213 0.416
H -0.225 -0.979 0.719 0.000 -0.885 0.653 0.458
H -0.400 0.564 0.238 -1.526 0.074 0.065 0.464
H 0.751 -0.119 -0.289 0.898 -1.198 -0.877 0.458
O -1.612 -3.169 -1.821 -4.363 -1.488 7.085 -0.933
H -1.322 -2.875 -2.580 2.138 2.404 -6.459 0.460
H -2.562 -2.843 -1.679 2.231 -0.806 -0.632 0.476
O -1.804 0.020 2.403 -4.146 -0.989 1.487 -0.963
H -2.785 0.315 2.186 3.002 -0.601 0.404 0.481
H -2.061 -0.594 3.191 1.042 1.470 -1.886 0.485
O -1.636 1.468 -1.536 -0.301 -0.812 -1.567 -1.010
H -2.602 1.434 -1.697 0.838 0.028 -0.198 0.483
H -1.174 1.173 -2.397 -0.784 0.956 1.866 0.525
O -0.550 -3.396 1.381 -0.918 -1.265 1.622 -0.977
H -1.092 -4.255 1.238 1.414 2.213 0.609 0.504
H -0.461 -3.247 2.381 -0.461 -0.789 -2.216 0.475
O 0.698 1.257 -2.969 1.271 0.078 -2.694 -0.959
H 0.843 1.390 -3.954 -1.021 -0.246 1.402 0.482
H 1.648 1.230 -2.757 -0.947 -0.178 0.748 0.484
O -1.706 3.046 1.165 -2.609 -0.402 -1.611 -0.949
H -2.037 2.387 0.436 1.787 2.430 1.512 0.520
H -0.918 3.596 0.968 -0.977 -0.512 -1.391 0.517
O 0.286 2.213 2.012 -4.564 -5.075 -9.583 -0.998
H 0.516 2.594 2.694 4.902 5.551 11.021 0.436
H -0.697 2.568 2.008 1.657 -2.080 -0.269 0.473
O 2.028 -1.390 1.766 -0.728 3.503 -0.889 -0.948
H 1.549 -0.827 2.406 0.529 0.016 -0.466 0.479
H 2.008 -2.200 2.174 0.174 -3.364 1.316 0.473
O 2.425 2.082 -1.128 0.638 0.519 1.311 -0.973
H 3.053 1.839 -1.826 0.442 0.538 0.794 0.470
H 2.892 2.590 -0.398 -0.542 -1.020 -1.628 0.507
O 2.543 -1.514 -1.614 -0.448 -1.329 3.086 -0.943
H 2.260 -2.246 -0.955 0.285 1.120 -2.051 0.476
H 3.031 -1.029 -0.915 0.113 0.292 -0.849 0.470
```
Forces are in eV/Å.

Results
Total charge   +1
E_tot   -22345.721 eV
Relative energy (zero: lowest compared OMol25 entry of this formula, charge and spin)   489.7 kJ/mol
HOMO   -0.5057 Eh
Orbital gap   10.83 eV

[4]
DFT (ωB97M-V/def2-TZVPD) results for a structure of composition C22H42FeNOP3S in a non-equilibrium geometry.

The geometry in XYZ format:
```
71
Properties=species:S:1:pos:R:3:forces:R:3:mulliken_spin:R:1
Fe 0.227 -0.181 1.053 -1.902 1.609 0.690 3.656
P 1.781 -1.102 2.366 2.848 -0.865 1.751 -0.007
P 1.279 1.608 0.269 1.556 3.234 -1.347 -0.068
P -0.630 -2.000 0.193 -1.891 -3.608 -1.962 -0.021
H -0.619 2.030 -8.263 -0.493 -0.307 0.076 -0.001
C -1.557 1.499 -8.046 -0.441 0.410 -0.053 -0.001
C -2.661 2.155 -7.662 0.471 -0.138 -0.433 0.013
H -2.684 3.249 -7.585 0.041 -0.507 0.087 0.000
C 3.165 -1.924 1.481 -0.141 0.062 -0.118 0.001
C 2.665 0.015 3.525 0.076 0.171 -0.077 0.015
C 1.232 -2.386 3.559 -0.562 -0.126 -0.097 0.022
C 0.645 2.806 -0.962 -0.258 -0.252 0.025 -0.004
C 1.528 2.754 1.682 -0.306 -0.345 0.559 0.026
C 2.983 1.272 -0.334 -0.116 -0.636 0.060 0.017
C -1.954 -1.849 -1.067 -0.003 0.710 -0.098 0.035
C -1.524 -3.035 1.435 0.157 0.278 0.412 0.024
C 0.504 -3.239 -0.561 0.331 0.281 0.041 0.026
H -1.578 0.415 -8.223 0.045 0.513 0.048 -0.001
H -3.603 1.625 -7.482 0.321 0.293 -0.174 0.000
H 3.870 -2.316 2.228 -0.204 0.111 -0.217 0.000
H 3.684 -1.205 0.834 -0.127 -0.341 0.175 -0.006
H 2.783 -2.753 0.871 0.228 0.262 0.174 -0.003
H 3.360 -0.585 4.134 -0.233 0.141 -0.224 0.001
H 1.942 0.503 4.196 0.251 -0.109 -0.200 -0.002
H 3.243 0.778 2.986 -0.135 -0.201 0.198 0.002
H 1.938 -3.228 3.547 -0.169 0.248 -0.022 0.002
H 0.232 -2.756 3.307 0.350 -0.011 0.230 -0.007
H 1.215 -1.958 4.571 -0.010 -0.099 -0.293 -0.001
H 1.099 3.792 -0.803 0.013 -0.327 -0.010 0.002
H -0.445 2.851 -0.840 0.272 0.222 -0.081 -0.005
H 0.840 2.449 -1.980 0.011 0.209 0.257 0.000
H 2.445 3.335 1.503 -0.287 -0.160 -0.092 0.003
H 1.618 2.236 2.644 0.072 0.177 -0.312 -0.021
H 0.664 3.429 1.737 0.239 -0.116 -0.123 0.009
H 3.448 2.227 -0.622 -0.307 -0.207 0.070 0.002
H 2.943 0.611 -1.210 0.083 0.201 0.150 -0.002
H 3.604 0.793 0.436 -0.216 0.236 -0.206 0.000
H -2.690 -2.654 -0.943 0.323 0.190 -0.050 0.002
H -1.524 -1.885 -2.076 -0.043 0.027 0.219 0.005
H -2.441 -0.873 -0.947 -0.061 -0.285 -0.098 -0.002
H -2.340 -3.562 0.924 0.293 0.113 0.173 0.001
H -1.960 -2.394 2.213 -0.007 -0.315 -0.247 0.003
H -0.850 -3.767 1.894 -0.208 0.131 -0.113 0.004
H -0.063 -3.952 -1.175 0.029 0.236 0.224 0.004
H 1.051 -3.794 0.211 -0.177 0.106 -0.181 0.002
H 1.231 -2.724 -1.202 -0.135 -0.188 0.030 -0.002
C -1.607 0.976 -2.867 -0.064 -0.123 0.113 0.096
C -0.302 0.447 -3.232 0.035 -0.344 -0.308 0.172
C -0.071 -0.088 -4.488 0.356 0.182 0.841 0.004
C -1.117 -0.169 -5.427 0.305 -0.026 -0.230 0.282
C -2.386 0.341 -5.111 -0.544 0.369 0.087 -0.079
C -2.616 0.963 -3.907 0.000 -0.262 0.006 0.168
O -1.882 1.362 -1.692 0.626 -0.435 -0.392 0.304
H -0.322 0.792 -0.146 0.653 -0.540 -0.144 -0.093
H 0.472 0.448 -2.454 -0.182 -0.045 -0.415 0.028
H 0.931 -0.448 -4.746 -0.452 0.072 0.051 0.003
H -0.909 -0.577 -6.423 -0.190 0.098 0.581 0.014
H -3.182 0.306 -5.860 0.378 -0.073 0.400 -0.004
H -3.566 1.422 -3.655 0.008 -0.110 -0.111 0.000
S -1.644 0.774 1.865 -0.336 0.331 -0.363 0.282
C -1.224 0.776 3.546 -0.207 -1.045 0.959 0.029
N -1.565 -0.352 4.263 0.955 0.617 0.664 0.032
C -1.247 -0.508 5.587 -0.530 0.506 -0.665 0.007
C -0.613 0.528 6.253 -0.164 -0.359 0.168 0.023
C -0.297 1.705 5.567 -0.443 -0.168 -0.042 -0.006
C -0.614 1.828 4.219 -0.076 -0.114 -0.143 0.012
H -2.022 -1.114 3.763 -0.038 0.311 0.240 0.002
H -1.606 -1.426 6.056 0.242 0.279 -0.082 0.001
H -0.427 0.425 7.321 0.051 0.023 -0.289 0.000
H 0.138 2.545 6.096 0.067 -0.078 0.003 0.000
H -0.417 2.732 3.654 -0.032 -0.092 0.249 0.001
```
Forces are in eV/Å.

Results
Multiplicity   6
Total charge   +3
E_tot   -100093.180 eV
Relative energy (zero: lowest compared OMol25 entry of this formula, charge and spin)   0.0 kJ/mol
HOMO (spin up / spin down)   -0.5578 / -0.5589 Eh
Orbital gap (spin up / spin down)   5.78 / 4.17 eV

Look up the E_tot of the fourth one. -100093.180 eV

Which of these has the lowest E_tot? C22H42FeNOP3S